Entry from OMol25: the ion C3H7N2S with charge +1 in a non-equilibrium geometry (ωB97M-V/def2-TZVPD).

Values from the calculation:
E_HOMO	-13.9	eV
ΔE to the lowest compared entry with this formula, charge and spin	237.3	kJ/mol
total charge	+1

Element x y z (Å)
C1 0.98 0.46 0.94
C2 -0.26 0.60 1.42
C3 0.12 -0.91 -0.82
N1 1.12 -0.19 -0.30
N2 -1.24 0.03 0.60
S1 -0.36 -1.03 -2.44
H1 1.91 1.07 1.19
H2 -0.59 1.13 2.34
H3 -0.27 -1.71 -0.34
H4 1.72 0.49 -0.96
H5 -1.83 -0.62 1.05
H6 -1.78 0.75 0.18
H7 0.49 -0.08 -2.84